[1]
{"formula": "C31H37As3Cl2F5NO3Pd", "method": "wB97M-V/def2-TZVPD", "species": ["Pd", "As", "As", "As", "Cl", "Cl", "F", "F", "F", "F", "F", "O", "O", "O", "N", "C", "C", "C", "C", "C", "C", "C", "C", "C", "C", "C", "C", "C", "C", "C", "C", "C", "C", "C", "C", "C", "C", "C", "C", "C", "C", "C", "C", "C", "C", "C", "H", "H", "H", "H", "H", "H", "H", "H", "H", "H", "H", "H", "H", "H", "H", "H", "H", "H", "H", "H", "H", "H", "H", "H", "H", "H", "H", "H", "H", "H", "H", "H", "H", "H", "H", "H", "H"], "coordinates": [[-0.158, -1.232, -0.172], [-1.594, -0.799, -1.956], [-1.937, -1.671, 1.289], [-5.796, -3.927, -0.765], [0.753, 3.590, 2.011], [4.091, 2.117, 6.015], [1.351, -3.611, -1.345], [6.034, -0.867, -1.188], [3.682, -4.940, -1.046], [3.706, 0.480, -1.410], [6.046, -3.578, -0.962], [0.809, 0.122, 1.861], [1.319, -0.861, -1.546], [1.071, -2.024, 1.391], [2.480, 1.667, 3.495], [-5.046, -5.450, -1.748], [4.708, -1.112, 2.566], [3.688, -3.604, -1.136], [-1.546, -2.323, -3.151], [4.887, -2.917, -1.091], [4.876, -1.535, -1.197], [2.452, 5.596, 5.004], [-5.709, -0.731, -0.648], [-1.837, -0.868, 3.048], [3.681, -0.854, -1.321], [3.214, 3.325, 5.134], [-4.279, -1.290, -0.635], [-3.469, -0.395, -1.591], [5.984, 0.911, 2.522], [3.580, -0.418, 2.983], [3.655, 0.969, 3.141], [5.913, -0.462, 2.345], [2.446, -1.520, -1.377], [2.502, -2.915, -1.292], [1.716, 3.974, 3.406], [4.861, 1.624, 2.908], [-1.157, 0.662, -3.144], [-3.768, -1.162, 0.812], [2.293, -1.156, 3.254], [-5.336, -4.589, 1.027], [2.492, 2.960, 3.988], [1.322, -0.987, 2.098], [1.683, 5.265, 3.901], [-1.935, -3.557, 1.736], [-4.247, -2.740, -1.143], [3.217, 4.621, 5.621], [-0.526, -2.376, -3.531], [-3.964, -0.374, -2.566], [4.914, 2.699, 3.025], [-3.467, 0.632, -1.212], [-5.704, 0.333, -0.405], [-4.003, -5.621, -1.477], [-4.429, -1.708, 1.490], [3.804, 4.845, 6.500], [-2.067, -4.174, 0.851], [-6.043, -5.377, 1.285], [-6.344, -1.240, 0.080], [-3.826, -0.110, 1.107], [-0.981, -1.280, 3.576], [-5.434, -3.798, 1.770], [1.065, 6.002, 3.407], [-0.093, 0.615, -3.366], [2.446, 6.607, 5.388], [4.641, -2.187, 2.435], [-1.386, 1.617, -2.677], [-1.740, 0.543, -4.057], [-5.114, -5.267, -2.819], [1.702, 1.429, 2.881], [-2.751, -1.096, 3.597], [-1.757, -3.239, -2.603], [-5.623, -6.344, -1.516], [-6.168, -0.856, -1.631], [-3.328, -3.247, -0.829], [-4.327, -4.996, 1.056], [-2.710, -3.779, 2.469], [2.495, -2.213, 3.410], [1.823, -0.739, 4.150], [6.914, 1.435, 2.344], [-4.224, -2.726, -2.238], [6.782, -1.022, 2.029], [-1.701, 0.206, 2.950], [-0.949, -3.760, 2.154], [-2.249, -2.201, -3.975]], "relative_energy_kj_mol": 0.0, "homo_lumo_gap_ev": 7.451, "homo_energy_ev": -7.5, "total_charge": 0}

[2]
{"formula": "C6H10", "method": "wB97M-V/def2-TZVPD", "species": ["C", "C", "C", "C", "C", "C", "H", "H", "H", "H", "H", "H", "H", "H", "H", "H"], "coordinates": [[2.124, 0.002, -0.174], [2.949, -0.991, 0.028], [1.230, 0.937, -0.368], [-2.433, -0.229, 0.280], [-1.055, -0.172, -0.378], [-0.142, 0.874, 0.275], [-2.347, -0.464, 1.348], [-0.622, 1.861, 0.233], [-3.067, -0.996, -0.181], [3.661, -1.003, 0.851], [-0.562, -1.152, -0.307], [2.945, -1.836, -0.652], [-0.028, 0.628, 1.339], [1.462, 1.766, -1.036], [-1.161, 0.043, -1.450], [-2.953, 0.734, 0.193]], "relative_energy_kj_mol": 133.3, "smiles": "C=C=CCCC", "homo_lumo_gap_ev": 10.492, "homo_energy_ev": -9.4, "total_charge": 0}

[3]
{"formula": "C4H12N2O", "method": "wB97M-V/def2-TZVPD", "species": ["O", "N", "N", "C", "C", "C", "C", "H", "H", "H", "H", "H", "H", "H", "H", "H", "H", "H", "H"], "coordinates": [[0.984, -1.469, 0.081], [2.386, 0.989, -0.019], [0.634, -2.061, 1.335], [-0.486, 0.992, -1.624], [1.475, 0.417, 0.574], [-1.715, 0.077, 0.430], [-0.479, 0.785, -0.122], [0.432, 1.474, -1.972], [-1.871, -0.885, -0.064], [-0.593, 0.042, -2.153], [-0.239, -2.564, 1.181], [-1.625, -0.102, 1.503], [1.317, 0.238, 1.630], [1.346, -2.769, 1.504], [0.324, -0.300, 0.009], [-2.608, 0.688, 0.260], [2.371, 1.076, -1.027], [-1.315, 1.640, -1.922], [-0.337, 1.731, 0.397]], "relative_energy_kj_mol": 637.9, "homo_lumo_gap_ev": 8.990, "homo_energy_ev": -8.1, "total_charge": 0}

[4]
{"formula": "C3H10O2S2", "method": "wB97M-V/def2-TZVPD", "species": ["S", "S", "O", "O", "C", "C", "C", "H", "H", "H", "H", "H", "H", "H", "H", "H", "H"], "coordinates": [[0.448, 0.378, 1.700], [2.328, 0.104, 2.519], [-0.533, -3.008, 1.006], [-1.394, 0.246, -2.068], [0.720, 0.071, -0.103], [0.409, 1.308, -0.933], [-1.090, 1.364, -1.246], [2.077, -1.034, 3.169], [0.950, 1.283, -1.876], [-1.595, 1.309, -0.287], [0.041, -0.758, -0.322], [-1.328, 2.273, -1.788], [-0.718, -3.456, 1.837], [-2.340, 0.230, -2.238], [1.673, -0.391, -0.300], [-0.271, -2.106, 1.263], [0.623, 2.189, -0.334]], "relative_energy_kj_mol": 19.9, "smiles": "OCCCSS.O", "homo_lumo_gap_ev": 9.575, "homo_energy_ev": -9.1, "total_charge": 0}

[5]
{"formula": "C3H10N2S", "method": "wB97M-V/def2-TZVPD", "species": ["S", "N", "N", "C", "C", "C", "H", "H", "H", "H", "H", "H", "H", "H", "H", "H"], "coordinates": [[0.366, -0.361, -2.390], [-0.994, -0.032, 2.651], [-0.304, 1.445, 0.058], [0.178, -0.278, 1.819], [-0.147, 0.039, 0.349], [0.716, -0.699, -0.673], [1.029, 0.350, 2.060], [-1.002, 0.939, 2.942], [0.473, -1.328, 1.865], [0.512, 2.003, 0.292], [-1.155, 1.841, 0.418], [-0.939, -0.566, 3.510], [-0.709, -1.152, -2.529], [-1.160, -0.351, 0.178], [1.786, -0.433, -0.570], [0.856, -1.751, -0.429]], "relative_energy_kj_mol": 36.8, "smiles": "NC[C@@H](N)CS", "homo_lumo_gap_ev": 9.736, "homo_energy_ev": -8.8, "total_charge": 0}